[1]
DFT (wB97M-V/def2-TZVPD) results for one molecule with the formula C5H9NO.

CARTESIAN COORDINATES (ANGSTROEM)
C -1.412119 -0.244882 1.112283
C -1.303797 -0.259734 -0.408679
N -0.710967 0.942507 -1.019249
C 0.535386 1.320101 -1.138970
C 1.582156 0.604969 -0.293524
C 1.877185 -0.860175 -0.006879
O 1.218082 -1.849313 -0.220274
H -0.457736 -0.002303 1.589982
H -2.166542 0.457474 1.478515
H -1.689167 -1.249994 1.445005
H -2.290961 -0.387642 -0.860775
H -1.367253 1.529403 -1.521436
H -0.675266 -1.089998 -0.719467
H 1.429096 1.055304 0.703703
H 2.553637 1.007506 -0.605933
H 2.878260 -0.973222 0.465700

Cartesian forces, eV/Å:
C 0.0 0.0 0.0
C 0.0 -0.2 0.0
N 0.3 0.1 -0.2
C -0.3 -0.1 0.3
C 0.1 0.1 0.0
C -0.2 -0.3 -0.1
O 0.2 0.5 -0.1
H -0.1 0.0 -0.1
H 0.1 0.0 -0.1
H 0.0 0.1 0.0
H 0.1 0.0 0.1
H 0.1 -0.1 0.1
H -0.2 -0.1 0.1
H 0.1 0.0 0.0
H 0.0 -0.1 0.1
H -0.1 0.0 0.0

Properties
Electronic energy ... -325.81158 Eh
Multiplicity ... 1
Relative energy (zero: lowest compared OMol25 entry of this formula, charge and spin) ... 330.8 kJ/mol
Highest occupied orbital energy ... -7.96 eV
Orbital gap ... 8.77 eV

[2]
DFT (wB97M-V/def2-TZVPD) results for one molecule with the formula C5H9NO.

CARTESIAN COORDINATES (ANGSTROEM)
C 1.618294 0.066427 -0.623291
C 0.756883 0.261898 0.617540
C 0.499361 -1.088092 1.310494
O 1.152218 -1.869176 1.957984
N -0.797508 -1.094288 0.866363
C -0.786942 0.293563 0.396999
C -1.357423 0.550553 -0.983022
H 2.648018 -0.149865 -0.325981
H 1.620375 0.944787 -1.275999
H 1.257759 -0.789376 -1.204302
H 1.144339 1.056531 1.262164
H -1.552962 -1.738319 1.048215
H -1.266935 0.965812 1.121942
H -0.890286 -0.082532 -1.742687
H -1.206927 1.600174 -1.258684
H -2.435975 0.357536 -0.991893

Cartesian forces, eV/Å:
C 0.0 0.0 -0.1
C 0.1 0.1 0.0
C 0.2 -0.2 0.1
O -0.3 0.3 -0.3
N -0.1 -0.2 0.1
C -0.1 0.2 -0.1
C 0.0 0.0 0.0
H -0.1 0.1 0.0
H 0.0 -0.1 0.1
H 0.1 0.1 0.1
H -0.1 -0.2 -0.1
H 0.0 0.1 0.1
H 0.1 -0.1 -0.1
H -0.1 0.1 0.1
H 0.0 -0.1 0.0
H 0.1 0.0 0.0

Properties
Electronic energy ... -325.91023 Eh
Multiplicity ... 1
Relative energy (zero: lowest compared OMol25 entry of this formula, charge and spin) ... 71.7 kJ/mol
Highest occupied orbital energy ... -9.63 eV
Orbital gap ... 10.54 eV

[3]
DFT (wB97M-V/def2-TZVPD) results for C5H9NO as an isolated structure at a distorted geometry.

CARTESIAN COORDINATES (ANGSTROEM)
C -0.643838 0.658095 -0.395323
C -2.425100 -0.866849 0.922472
O -1.782609 -0.783624 -0.317576
H -2.900277 -1.851066 0.989174
H -1.152393 1.143941 -1.224642
H -0.272987 -0.360303 -0.645212
H -0.818841 1.195262 0.532751
H -3.199911 -0.091654 1.019007
H -1.743332 -0.779546 1.783757
C 2.412319 0.475154 -0.417094
C 2.292384 -0.843909 -0.299808
C 1.322871 1.418743 -0.480205
N 1.028016 2.558321 -0.471753
H 3.388374 0.935853 -0.504337
H 3.165832 -1.474440 -0.216175
H 1.329492 -1.333979 -0.275035

Cartesian forces, eV/Å:
C -3.9 -2.8 -0.6
C -0.1 0.1 0.0
O 0.0 1.3 0.2
H 0.0 0.1 0.0
H 0.6 0.1 0.0
H 1.6 1.4 0.5
H 0.5 -0.8 0.1
H 0.0 -0.1 0.1
H 0.0 0.0 -0.1
C -0.2 -1.2 -0.2
C 0.0 0.3 0.0
C 1.6 3.3 0.0
N 0.0 -1.9 -0.2
H -0.1 0.1 0.1
H 0.0 0.0 -0.1
H 0.0 0.0 0.1

Properties
Electronic energy ... -325.70904 Eh
Multiplicity ... 1
Relative energy (zero: lowest compared OMol25 entry of this formula, charge and spin) ... 600.0 kJ/mol
Highest occupied orbital energy (spin up / spin down) ... -9.13 / -9.13 eV
Orbital gap (spin up / spin down) ... 9.37 / 9.37 eV

[4]
DFT (wB97M-V/def2-TZVPD) results for one molecule with the formula C5H9NO.

CARTESIAN COORDINATES (ANGSTROEM)
C -1.355426 -0.257432 -0.996283
C -0.051328 -0.612559 -0.295384
O 0.169811 -1.999103 -0.477082
C 1.170906 0.261822 -0.665948
N 1.388274 0.708700 0.741107
C 0.156024 1.317412 1.247534
C 0.239694 -0.146725 1.144285
H -1.529997 0.823230 -1.033444
H -2.215592 -0.742068 -0.524008
H -1.277360 -0.620941 -2.028606
H 0.317224 -2.394209 0.389771
H 1.034896 1.073194 -1.388798
H 2.011990 -0.367894 -0.964890
H -0.509323 1.860069 0.574318
H 0.277976 1.765379 2.232282
H 0.365545 -0.815821 1.995029

Cartesian forces, eV/Å:
C 0.0 0.0 0.1
C 0.0 0.3 0.0
O 0.1 -0.2 0.2
C 0.1 0.1 -0.3
N 0.3 0.0 0.0
C -0.1 0.2 0.0
C -0.3 -0.2 0.1
H 0.0 -0.2 0.0
H 0.1 0.0 0.0
H -0.1 0.1 0.2
H 0.1 0.0 -0.2
H -0.1 -0.1 0.1
H -0.1 0.1 0.0
H 0.2 -0.1 0.1
H 0.0 -0.1 -0.2
H -0.3 0.1 -0.1

Properties
Electronic energy ... -325.83085 Eh
Multiplicity ... 1
Relative energy (zero: lowest compared OMol25 entry of this formula, charge and spin) ... 280.2 kJ/mol
Highest occupied orbital energy ... -9.13 eV
Orbital gap ... 10.09 eV

[5]
DFT (wB97M-V/def2-TZVPD) results for one molecule with the formula C5H9NO at a distorted geometry.

CARTESIAN COORDINATES (ANGSTROEM)
C -0.852951 1.266430 1.044994
C -0.467932 0.168298 0.099008
O -1.915892 -0.436624 -0.140508
C 0.113344 0.289467 -1.315225
N 0.870112 -0.995578 -1.148159
C 1.871989 -0.703001 -0.128345
C 0.488021 -0.975625 0.303054
H -0.481693 1.165720 2.072827
H -1.900418 0.839820 0.895044
H -0.738706 2.293723 0.669938
H -2.152736 -1.171654 0.457015
H 0.761693 1.139858 -1.573521
H -0.691991 0.200271 -2.039937
H 2.293978 0.299027 -0.060299
H 2.588954 -1.511454 0.005520
H 0.214228 -1.868676 0.858594

Cartesian forces, eV/Å:
C -1.0 -0.3 0.0
C -1.3 -1.0 -0.4
O 1.5 -0.8 -0.8
C -0.2 0.1 -0.2
N 0.1 -0.1 -0.3
C 0.2 0.2 0.1
C -0.2 -0.3 0.3
H 0.0 0.0 -0.4
H 0.4 2.5 1.7
H 0.0 -0.4 0.1
H 0.7 0.4 -0.2
H -0.2 -0.2 0.3
H 0.1 -0.1 -0.1
H -0.1 -0.1 0.0
H -0.2 0.2 0.0
H 0.1 0.0 -0.1

Properties
Electronic energy ... -325.78053 Eh
Multiplicity ... 1
Relative energy (zero: lowest compared OMol25 entry of this formula, charge and spin) ... 412.3 kJ/mol
Highest occupied orbital energy ... -9.34 eV
Orbital gap ... 10.27 eV

[6]
DFT (wB97M-V/def2-TZVPD) results for one molecule with the formula C5H9NO at a distorted geometry.

CARTESIAN COORDINATES (ANGSTROEM)
C -0.261053 0.834158 1.840812
C 0.209192 -0.592871 1.624826
N -0.766018 -1.332331 0.833517
C 0.169604 -0.921855 -0.223217
C -0.359869 0.057232 -1.250093
C 0.725102 0.696603 -2.091445
O 1.915188 0.517737 -1.929118
H -1.094945 1.203417 1.220923
H -0.630494 0.808062 2.879441
H 0.576565 1.543733 1.830503
H 1.095208 -0.494754 0.420524
H -0.616396 -2.330020 1.000001
H 0.709465 -1.769460 -0.658806
H -0.940978 0.860008 -0.774026
H -1.078127 -0.442725 -1.921421
H 0.347001 1.372575 -2.895401

Cartesian forces, eV/Å:
C 0.0 0.0 0.0
C -0.4 0.0 -0.1
N 0.3 -0.1 0.1
C 0.3 0.0 0.0
C 0.0 0.0 0.1
C 0.6 -0.1 0.1
O -1.1 0.1 -0.1
H 0.2 -0.2 0.1
H 0.1 0.0 -0.2
H -0.2 -0.2 0.0
H -0.2 0.0 -0.3
H -0.1 0.4 -0.1
H -0.1 0.2 0.1
H 0.2 -0.1 -0.1
H 0.2 0.1 0.1
H 0.2 -0.2 0.2

Properties
Electronic energy ... -325.75143 Eh
Multiplicity ... 1
Relative energy (zero: lowest compared OMol25 entry of this formula, charge and spin) ... 488.7 kJ/mol
Highest occupied orbital energy ... -8.16 eV
Orbital gap ... 9.09 eV